Record 1
This record from the Open Molecules 2025 dataset describes a structure of composition C36H70AlBBr2CaCl2F3N5O15P2 in a non-equilibrium geometry. The level of theory is ωB97M-V/def2-TZVPD.

net charge = +2
highest occupied orbital energy = -9.20 eV
molar mass = 1240.50 g mol⁻¹
E = -10810.58588 a.u.
LUMO = -8.079 eV
orbital gap = 0.041 Eh

The geometry in XYZ format:
```
138
C36H70AlBBr2CaCl2F3N5O15P2, DFT ωB97M-V/def2-TZVPD
C -1.828 3.799 -0.502
C -0.305 4.230 -0.385
O 0.104 4.380 0.975
C 0.257 3.124 1.638
C 1.667 2.972 2.294
C 2.418 1.650 1.866
C 2.364 0.673 3.034
C 2.502 -0.863 2.949
C 2.091 -1.674 1.672
B 0.760 -0.898 1.085
N 0.148 -0.992 -0.265
O -0.062 -0.098 1.859
C 3.329 -1.639 0.664
C 3.113 -0.763 -0.625
C 3.502 0.558 -0.741
C 3.350 1.311 -1.893
C 2.822 0.759 -3.029
C 2.451 -0.584 -2.952
C 2.600 -1.307 -1.806
P 5.027 -1.137 1.234
O 5.901 -1.115 0.063
O 5.183 0.289 1.954
O 5.764 -2.147 2.270
N 3.564 -2.929 -0.014
C 3.791 -4.100 0.840
C 3.675 -5.397 0.002
C 3.146 -5.200 -1.450
F 4.964 -5.916 -0.205
C 3.004 -3.947 2.164
C 3.145 -5.142 3.160
C 2.419 -6.474 3.095
F 4.510 -5.458 3.099
N 1.702 -3.132 2.017
C 0.896 -3.417 3.247
C -0.443 -2.731 3.617
C -0.418 -1.884 4.931
Cl -1.721 -4.011 4.001
P 0.729 -3.867 0.624
N 0.680 -5.561 0.776
O -0.977 -3.484 0.814
H -1.851 2.831 -1.020
H -2.169 3.613 0.529
H -2.436 4.511 -1.058
H 0.374 3.609 -1.000
H -0.246 5.238 -0.832
H 0.024 2.344 0.896
H -0.545 3.074 2.397
H 2.252 3.844 1.968
H 1.569 3.050 3.387
H 1.910 1.378 0.932
H 3.402 2.037 1.579
H 3.104 1.023 3.776
H 1.417 0.928 3.549
H 3.505 -1.161 3.315
H 1.946 -1.188 3.853
H 0.247 -0.056 -0.672
H -0.857 -1.123 -0.190
H 0.010 -0.282 2.806
H 3.965 1.091 0.081
H 3.655 2.359 -1.902
H 2.683 1.275 -3.977
H 2.068 -1.050 -3.854
H 2.284 -2.348 -1.873
H 5.946 0.790 1.601
H 5.759 -1.780 3.172
H 4.328 -2.863 -0.680
H 4.857 -4.093 1.145
H 3.109 -6.232 0.423
H 2.123 -4.804 -1.489
H 3.844 -4.554 -1.999
H 3.131 -6.189 -1.930
H 3.643 -3.232 2.725
H 3.052 -4.781 4.199
H 1.399 -6.432 3.520
H 2.952 -7.166 3.768
H 2.336 -6.995 2.140
H 0.578 -4.470 3.173
H 1.508 -3.266 4.148
H -0.964 -2.137 2.863
H -1.402 -1.824 5.399
H 0.270 -2.381 5.633
H -0.017 -0.875 4.734
H 0.626 -5.927 -0.174
H -0.124 -5.920 1.293
H -1.244 -3.146 -0.068
C 7.251 -2.965 -1.905
C 8.046 -3.859 -2.932
C 9.390 -3.133 -3.245
O 7.341 -3.930 -4.019
H 7.041 -1.970 -2.293
H 6.305 -3.432 -1.636
H 7.838 -2.846 -0.991
H 8.303 -4.790 -2.401
H 9.236 -2.141 -3.670
H 9.986 -3.716 -3.946
H 9.968 -3.015 -2.326
Al -2.715 -4.594 0.185
Cl 7.514 0.093 2.886
O -1.744 -1.627 -5.647
H -2.268 -2.340 -6.028
H -1.402 -1.151 -6.413
C -2.572 6.268 4.158
N -2.306 4.824 3.921
O -1.395 4.311 4.540
O -3.022 4.257 3.121
H -1.861 6.637 4.888
H -2.452 6.781 3.207
H -3.589 6.357 4.528
F -3.392 3.303 -2.191
Br -5.697 1.047 -6.981
C -5.370 2.597 -5.832
C -3.973 3.130 -6.012
Br -2.643 2.032 -5.118
H -5.588 2.286 -4.813
H -6.101 3.342 -6.143
H -3.881 4.113 -5.553
H -3.674 3.189 -7.055
C -9.228 1.160 -3.675
C -8.475 2.481 -3.435
O -9.031 3.519 -3.883
O -7.393 2.369 -2.817
H -10.159 1.327 -4.216
H -8.603 0.484 -4.260
H -9.462 0.685 -2.720
C -7.878 4.989 -1.433
C -9.102 5.742 -1.037
C -8.889 7.209 -0.873
O -9.898 7.540 0.120
C -10.121 6.470 0.833
O -10.789 6.476 1.880
O -9.570 5.365 0.316
H -7.103 5.044 -0.662
H -8.112 3.933 -1.566
H -7.474 5.369 -2.370
H -9.911 5.523 -1.742
H -9.049 7.760 -1.795
H -7.911 7.471 -0.467
Ca -12.261 5.429 1.156
```

---

Record 2
This record from the Open Molecules 2025 dataset describes a cluster of 3 separate species, C36H70Br2N2O2 in total in a non-equilibrium geometry. The level of theory is ωB97M-V/def2-TZVPD.

net charge = 0
highest occupied orbital energy = -8.58 eV
molar mass = 722.78 g mol⁻¹
E = -6821.68794 a.u.
LUMO = 0.573 eV
SMILES string = CC[C@@H](Br)CO[C@@H](CCCN)[C@](CCCBr)(CCCc1ccccc1)OCCCN.CCCCCC.CCCCCC
orbital gap = 0.336 Eh

The geometry in XYZ format:
```
112
C36H70Br2N2O2, DFT ωB97M-V/def2-TZVPD
C 5.262 -5.320 2.866
C 5.579 -4.020 2.125
C 4.347 -3.175 1.804
Br 4.247 -1.600 2.971
C 4.307 -2.719 0.362
O 3.076 -2.102 0.114
C 2.875 -1.642 -1.222
C 2.086 -2.670 -2.054
C 1.594 -3.904 -1.294
C 0.458 -3.646 -0.308
N -0.313 -4.880 -0.114
C 2.240 -0.237 -1.112
C 1.976 0.343 -2.526
C 0.506 0.355 -2.966
C 0.334 0.384 -4.471
Br 0.640 2.154 -5.209
C 3.206 0.649 -0.279
C 3.621 2.040 -0.773
C 2.624 3.179 -0.508
C 1.812 3.662 -1.685
C 2.439 4.000 -2.902
C 1.698 4.494 -3.982
C 0.308 4.659 -3.875
C -0.327 4.325 -2.672
C 0.418 3.834 -1.592
O 1.013 -0.498 -0.438
C 0.298 0.571 0.151
C 0.281 0.424 1.672
C -0.070 1.708 2.428
N 0.421 1.779 3.816
H 4.355 -5.787 2.476
H 5.094 -5.123 3.926
H 6.073 -6.039 2.771
H 6.261 -3.424 2.731
H 6.105 -4.241 1.194
H 3.426 -3.714 2.025
H 4.440 -3.607 -0.271
H 5.141 -2.031 0.164
H 3.864 -1.498 -1.672
H 1.222 -2.208 -2.525
H 2.724 -3.015 -2.872
H 1.232 -4.614 -2.046
H 2.421 -4.402 -0.788
H 0.865 -3.348 0.658
H -0.140 -2.799 -0.662
H -1.099 -4.706 0.500
H -0.710 -5.175 -0.999
H 2.339 1.365 -2.623
H 2.557 -0.243 -3.247
H 0.023 1.238 -2.539
H -0.038 -0.504 -2.577
H -0.674 0.106 -4.771
H 1.043 -0.266 -4.978
H 4.131 0.086 -0.142
H 2.805 0.750 0.730
H 3.888 2.018 -1.833
H 4.551 2.278 -0.251
H 3.176 4.039 -0.121
H 1.940 2.884 0.288
H 3.512 3.885 -3.000
H 2.198 4.750 -4.908
H -0.267 5.034 -4.710
H -1.398 4.446 -2.576
H -0.083 3.591 -0.661
H -0.726 0.527 -0.234
H 0.702 1.537 -0.164
H -0.463 -0.339 1.926
H 1.240 0.026 2.008
H -1.156 1.802 2.482
H 0.309 2.584 1.900
H 0.134 0.916 4.271
H 1.435 1.717 3.791
C -3.673 -0.001 9.492
C -3.885 -1.067 8.422
C -2.620 -1.859 8.091
C -1.465 -1.019 7.544
C -1.797 -0.217 6.287
C -2.195 -1.083 5.095
H -2.961 0.759 9.169
H -4.608 0.508 9.730
H -3.291 -0.447 10.413
H -4.280 -0.600 7.515
H -4.653 -1.767 8.759
H -2.872 -2.647 7.376
H -2.278 -2.373 8.995
H -0.623 -1.685 7.327
H -1.112 -0.333 8.318
H -0.922 0.379 6.020
H -2.593 0.501 6.499
H -1.404 -1.796 4.849
H -2.380 -0.470 4.210
H -3.105 -1.651 5.291
C -3.890 2.806 -3.344
C -3.401 1.679 -4.249
C -3.207 2.105 -5.703
C -4.476 2.588 -6.408
C -5.620 1.575 -6.430
C -5.272 0.279 -7.155
H -4.874 3.167 -3.645
H -3.967 2.473 -2.307
H -3.199 3.651 -3.374
H -4.096 0.836 -4.192
H -2.444 1.311 -3.867
H -2.772 1.273 -6.264
H -2.460 2.903 -5.734
H -4.218 2.854 -7.438
H -4.827 3.511 -5.939
H -6.483 2.037 -6.916
H -5.935 1.348 -5.408
H -4.966 0.479 -8.184
H -6.128 -0.396 -7.186
H -4.455 -0.252 -6.663
```

---

Record 3
This record from the Open Molecules 2025 dataset describes a structure of composition C36H70F18K2N3O27S6 in a non-equilibrium geometry. The level of theory is ωB97M-V/def2-TZVPD.

<S²> = 0.75
net charge = -2
highest occupied orbital energy (alpha / beta) = 0.70 / -4.90 eV
molar mass = 1589.51 g mol⁻¹
E = -8995.45562 a.u.
2S+1 = 2
LUMO (alpha / beta) = 2.631 / 2.599 eV
orbital gap (alpha / beta) = 0.071 / 0.276 Eh

The geometry in XYZ format:
```
162
C36H70F18K2N3O27S6, DFT ωB97M-V/def2-TZVPD
K 2.414 -1.253 3.266
K -1.468 2.494 -2.411
C 0.593 -1.935 -0.770
F 0.345 -1.840 -2.099
F -0.235 -2.783 -0.275
F 1.855 -2.385 -0.631
S 0.568 -0.146 -0.020
O 1.862 0.466 -0.330
O -0.502 0.574 -0.784
N 0.484 -0.492 1.714
S -0.866 0.209 1.972
O -0.851 1.657 1.895
O -2.061 -0.483 1.432
C -1.121 -0.179 3.897
F -2.173 0.682 4.312
F -1.580 -1.394 4.080
F 0.007 0.091 4.569
C 4.887 -2.382 0.050
F 3.931 -3.325 0.181
F 4.877 -1.882 -1.162
F 4.688 -1.451 0.925
S 6.591 -3.255 0.617
O 7.415 -2.274 1.360
O 6.178 -4.457 1.377
N 7.094 -3.797 -1.035
S 8.309 -2.942 -1.241
O 8.151 -1.489 -1.189
O 9.454 -3.464 -0.417
C 8.922 -3.178 -3.106
F 8.931 -4.454 -3.329
F 8.030 -2.488 -3.915
F 10.140 -2.742 -3.190
C 1.516 -1.481 7.359
F 0.821 -0.771 8.243
F 1.997 -2.648 8.002
F 0.703 -1.723 6.405
S 3.078 -0.559 6.755
O 2.607 0.631 6.194
O 3.891 -0.279 7.952
N 3.647 -1.643 5.452
S 5.073 -1.928 5.900
O 5.879 -0.718 5.798
O 5.247 -2.671 7.165
C 5.720 -3.120 4.388
F 5.564 -2.422 3.175
F 7.026 -3.398 4.661
F 4.969 -4.261 4.352
C -3.394 -2.120 -1.280
O -4.668 -2.248 -1.777
C -5.672 -1.283 -1.326
C -7.143 -1.423 -1.897
O -7.071 -1.861 -3.265
C -8.276 -1.806 -3.972
C -9.502 -2.439 -3.348
O -10.023 -1.386 -2.583
C -10.994 -0.599 -3.299
H -2.750 -2.765 -1.877
H -3.284 -2.371 -0.225
H -3.005 -1.121 -1.473
H -5.441 -0.276 -1.673
H -5.650 -1.188 -0.240
H -7.646 -0.457 -1.848
H -7.772 -2.037 -1.252
H -7.989 -2.376 -4.856
H -8.366 -0.747 -4.216
H -9.117 -3.212 -2.683
H -10.200 -2.918 -4.034
H -10.674 0.217 -3.948
H -11.698 -0.130 -2.611
H -11.737 -1.104 -3.915
C 3.058 3.383 -1.533
O 4.359 2.655 -1.482
C 4.519 1.609 -2.387
C 5.895 0.978 -2.336
O 6.937 1.924 -2.767
C 8.293 1.345 -2.452
C 9.442 2.226 -3.000
O 9.337 3.588 -2.598
C 10.469 4.289 -3.219
H 2.515 3.656 -2.438
H 3.080 4.202 -0.815
H 2.348 2.692 -1.078
H 4.236 2.046 -3.344
H 3.895 0.725 -2.251
H 5.752 0.121 -2.995
H 5.868 0.838 -1.255
H 8.327 0.353 -2.903
H 8.490 1.260 -1.384
H 9.132 2.265 -4.044
H 10.420 1.749 -2.943
H 10.568 5.360 -3.042
H 10.627 4.164 -4.291
H 11.364 3.885 -2.747
C -2.479 4.147 1.253
O -3.012 4.063 -0.098
C -4.450 4.105 -0.223
C -4.808 4.109 -1.726
O -4.544 2.876 -2.441
C -5.200 2.679 -3.680
C -5.202 1.233 -4.158
O -3.871 0.758 -4.326
C -3.581 -0.614 -4.642
H -2.686 5.054 1.821
H -1.396 4.035 1.192
H -2.778 3.234 1.767
H -4.860 4.994 0.258
H -4.981 3.239 0.171
H -4.131 4.864 -2.126
H -5.795 4.556 -1.844
H -4.804 3.410 -4.384
H -6.232 2.985 -3.506
H -5.831 1.015 -5.021
H -5.682 0.560 -3.449
H -3.891 -1.289 -3.844
H -2.512 -0.737 -4.813
H -4.024 -0.878 -5.602
C -1.032 8.208 8.353
O -1.496 6.999 7.763
C -0.645 6.622 6.620
C -1.121 5.428 5.907
O -1.170 4.408 6.922
C -1.787 3.177 6.614
C -1.151 2.018 7.510
O -1.543 2.205 8.869
C -1.068 1.191 9.764
H -0.202 8.080 9.048
H -1.861 8.653 8.904
H -0.599 8.918 7.649
H 0.350 6.525 7.054
H -0.609 7.426 5.885
H -0.517 5.189 5.032
H -2.099 5.565 5.445
H -1.487 2.988 5.584
H -2.864 3.094 6.764
H -0.112 1.936 7.191
H -1.504 1.027 7.224
H -0.012 1.320 10.000
H -1.240 0.240 9.260
H -1.756 1.124 10.607
C -1.550 -2.320 -7.721
O -1.900 -2.768 -6.456
C -2.839 -3.838 -6.414
C -3.083 -4.494 -5.057
O -1.862 -5.109 -4.793
C -1.807 -5.744 -3.492
C -0.357 -5.952 -2.881
O 0.458 -4.747 -2.840
C 1.756 -4.868 -2.276
H -1.470 -3.098 -8.481
H -0.555 -1.917 -7.532
H -2.022 -1.434 -8.145
H -2.406 -4.545 -7.121
H -3.760 -3.475 -6.870
H -3.766 -5.334 -4.930
H -3.321 -3.710 -4.338
H -2.285 -6.722 -3.553
H -2.537 -5.297 -2.817
H 0.129 -6.786 -3.388
H -0.497 -6.247 -1.842
H 1.808 -4.795 -1.190
H 2.449 -4.084 -2.580
H 2.233 -5.828 -2.475
```